Entry 1:
This record from OMol25 describes an isolated molecule of C7H11N3O3. The level of theory is ωB97M-V with the def2-TZVPD basis set.

Last column: Mulliken charge in e.
Atoms and positions in Å:
1 C 2.053 -1.641 -0.181  0.082
2 C 2.457 0.723 0.690  -0.550
3 C 2.092 1.897 -0.253  -0.344
4 C -1.803 -0.236 -0.011  1.200
5 C 0.288 -0.152 0.393  0.593
6 C -2.404 0.205 -1.423  -1.160
7 C -2.555 -1.389 0.720  -1.400
8 N -1.496 0.850 0.850  -0.732
9 N -0.300 0.901 1.083  0.118
10 N 1.602 -0.415 0.312  0.157
11 O 3.170 -1.828 -0.558  -0.474
12 O 0.748 2.008 -0.504  -0.591
13 O -0.514 -0.850 -0.294  -0.391
14 H 1.225 -2.357 0.001  0.335
15 H 3.592 0.406 0.571  0.285
16 H 2.155 1.128 1.664  0.297
17 H 2.459 2.842 0.442  0.225
18 H 2.681 1.842 -1.230  0.292
19 H -1.477 0.742 -1.949  0.327
20 H -3.260 0.909 -1.140  0.332
21 H -2.760 -0.704 -2.011  0.300
22 H -2.541 -2.393 0.182  0.266
23 H -3.459 -1.046 1.031  0.463
24 H -1.953 -1.442 1.613  0.372

For the energy above the lowest of the compared OMol25 structures with the same formula, charge and spin, the calculation gives 131.4 kcal per mole. The highest occupied orbital energy (spin up / spin down) comes out at -8.195 / -8.017 eV. The electronic energy comes out at -18045.219 eV. As for the total charge: 0. As for the gap between HOMO and LUMO (spin up / spin down): 7.283 / 7.065 eV. The value obtained for the maximum force is 3.97 eV Å⁻¹.

***

Entry 2:
This record from OMol25 describes the ion C6H8NS2 with charge +1. The level of theory is ωB97M-V with the def2-TZVPD basis set.

Last column: Mulliken charge in e.
Atoms and positions in Å:
1 N 2.739 -0.358 0.164  -0.275
2 C 1.481 -0.129 0.142  0.454
3 C 0.620 -1.016 -0.600  -0.375
4 C -0.682 -1.010 -0.834  -0.467
5 C -1.620 0.157 -0.429  -0.494
6 S -3.477 0.011 0.221  -0.121
7 C -0.799 1.077 0.380  -0.305
8 S 0.321 2.240 -0.376  -0.026
9 C 0.680 0.943 0.722  -0.254
10 H 3.160 -1.118 -0.341  0.244
11 H 3.415 0.280 0.545  0.275
12 H 1.128 -1.795 -0.997  0.423
13 H -1.223 -1.787 -1.409  0.388
14 H -1.964 0.627 -1.333  0.269
15 H -3.283 -0.983 1.186  0.180
16 H -1.342 1.619 1.130  0.595
17 H 0.845 1.243 1.828  0.488

For the energy above the lowest of the compared OMol25 structures with the same formula, charge and spin, the calculation gives 25.0 kcal per mole. The highest occupied orbital energy comes out at -13.059 eV. The electronic energy comes out at -29503.498 eV. As for the total charge: +1. The SMILES is [NH2+]=C1C=C[C@@H](S)[C@@H]2S[C@H]12. As for the gap between HOMO and LUMO: 7.747 eV. The value obtained for the maximum force is 4.03 eV Å⁻¹.

***

Entry 3:
This record from OMol25 describes a structure of composition C31H30BGeN7ReS2. The level of theory is ωB97M-V with the def2-TZVPD basis set.

Last column: Mulliken charge in e.
Atoms and positions in Å:
1 Re 1.458 0.390 0.008  0.045
2 C 4.008 -0.687 -3.266  -1.262
3 C 3.318 -1.013 -2.116  -0.033
4 N 2.552 0.023 -1.704  -0.283
5 N 2.753 1.028 -2.621  0.573
6 C 3.614 0.610 -3.555  -0.082
7 B 1.955 2.342 -2.607  -0.243
8 N 0.403 1.963 -2.798  0.281
9 C -0.059 1.134 -3.726  0.060
10 C -1.194 0.452 -3.285  -1.266
11 C -1.421 0.939 -2.030  0.230
12 N -0.454 1.927 -1.714  0.213
13 N 2.197 3.018 -1.253  0.071
14 C 2.639 4.259 -1.024  -0.129
15 C 2.907 4.402 0.330  -1.245
16 C 2.591 3.176 0.881  -0.007
17 N 2.165 2.317 -0.076  -0.039
18 H 4.711 -1.295 -3.815  0.454
19 H 3.342 -1.918 -1.545  0.644
20 H 3.889 1.267 -4.372  0.496
21 H 2.298 3.050 -3.505  -0.001
22 H 0.455 1.061 -4.678  0.539
23 H -1.775 -0.280 -3.824  0.532
24 H -2.333 0.930 -1.454  0.618
25 H 2.745 4.958 -1.841  0.516
26 H 3.288 5.276 0.836  0.486
27 H 2.647 2.872 1.915  0.412
28 S 1.886 -1.945 0.941  -0.147
29 C 1.698 -3.328 -0.058  0.175
30 N 2.327 -4.446 0.180  -0.152
31 C 2.131 -5.549 -0.783  -0.591
32 C 0.813 -5.248 -1.488  -0.601
33 S 0.610 -3.433 -1.384  0.079
34 H 3.003 -4.503 0.932  0.262
35 H 2.097 -6.497 -0.258  0.358
36 H 2.968 -5.556 -1.475  0.313
37 H -0.034 -5.706 -0.988  0.320
38 H 0.829 -5.556 -2.529  0.444
39 C 0.031 0.905 -0.789  -0.201
40 Ge -1.907 0.263 1.569  -0.319
41 C -2.862 -1.215 0.930  1.706
42 C -3.978 -1.046 0.096  -0.119
43 C -4.685 -2.149 -0.351  -1.036
44 C -4.290 -3.428 0.038  -0.531
45 C -3.177 -3.607 0.856  -0.902
46 C -2.460 -2.508 1.295  -0.299
47 C -2.532 2.019 1.337  0.981
48 C -3.920 2.226 1.316  -0.308
49 C -4.429 3.515 1.278  -0.810
50 C -3.561 4.600 1.247  -0.557
51 C -2.180 4.403 1.273  -0.838
52 C -1.667 3.122 1.333  -0.086
53 C -0.366 -0.072 2.640  0.969
54 C 0.824 0.646 2.449  -0.073
55 C 1.911 0.469 3.300  -0.194
56 C 1.815 -0.417 4.371  -0.943
57 C 0.642 -1.128 4.565  -0.776
58 C -0.445 -0.960 3.701  -0.526
59 H -4.313 -0.058 -0.198  0.295
60 H -5.552 -2.018 -0.986  0.467
61 H -4.857 -4.289 -0.297  0.454
62 H -2.880 -4.606 1.155  0.505
63 H -1.586 -2.657 1.920  0.340
64 H -4.610 1.392 1.363  0.439
65 H -5.500 3.672 1.280  0.450
66 H -3.959 5.607 1.216  0.432
67 H -1.513 5.256 1.263  0.483
68 H -0.593 2.991 1.373  0.291
69 H 0.894 1.476 1.698  -0.233
70 H 2.830 1.027 3.155  0.385
71 H 2.649 -0.540 5.052  0.460
72 H 0.556 -1.812 5.401  0.493
73 H -1.355 -1.515 3.899  0.559

For the energy above the lowest of the compared OMol25 structures with the same formula, charge and spin, the calculation gives 61.9 kcal per mole. The highest occupied orbital energy comes out at -16.286 eV. The electronic energy comes out at -124030.859 eV. As for the total charge: +3. As for the gap between HOMO and LUMO: 6.893 eV. The value obtained for the maximum force is 2.11 eV Å⁻¹.

***

Entry 4:
This record from OMol25 describes a structure of composition C6H10N. The level of theory is ωB97M-V with the def2-TZVPD basis set.

Last column: Mulliken charge in e.
Atoms and positions in Å:
1 C -1.873 -2.512 0.627  0.071
2 C -1.225 -1.448 0.434  0.014
3 C 0.365 -1.125 0.147  0.138
4 C -0.625 -0.148 0.497  -0.201
5 C 1.439 -1.647 1.042  -1.380
6 C -0.151 2.254 -0.886  -0.832
7 N -1.046 1.037 -0.911  -0.336
8 H 0.625 -0.989 -0.940  0.301
9 H -0.617 0.585 1.385  0.424
10 H 1.317 -1.255 2.090  0.325
11 H 2.276 -1.162 0.714  0.464
12 H 1.694 -2.769 0.867  0.309
13 H 0.103 2.381 -1.874  0.383
14 H -0.433 3.100 -0.377  0.342
15 H 0.896 1.901 -0.432  0.280
16 H -0.778 0.428 -1.685  0.373
17 H -1.968 1.369 -0.700  0.327

For the energy above the lowest of the compared OMol25 structures with the same formula, charge and spin, the calculation gives 149.3 kcal per mole. The highest occupied orbital energy (spin up / spin down) comes out at -12.018 / -14.703 eV. The electronic energy comes out at -7857.860 eV. As for the total charge: +1. The spin multiplicity is 3. As for the gap between HOMO and LUMO (spin up / spin down): 7.481 / 8.042 eV. Its expectation value of S² is 2.053. The value obtained for the maximum force is 5.95 eV Å⁻¹.

***

Entry 5:
This record from OMol25 describes a structure of composition C3H10N4. The level of theory is ωB97M-V with the def2-TZVPD basis set.

Last column: Mulliken charge in e.
Atoms and positions in Å:
1 C -1.511 -0.126 1.192  -0.596
2 C -0.824 1.185 -1.318  -0.858
3 N 0.736 -1.114 0.680  -0.199
4 N -0.332 0.837 0.017  -0.247
5 C 1.088 -0.014 0.093  0.486
6 N 1.393 -2.313 0.522  -0.703
7 N 2.238 0.413 -0.274  -0.776
8 H -0.140 1.676 0.556  0.384
9 H 2.321 -2.145 0.130  0.264
10 H 0.873 -2.931 -0.099  0.175
11 H 2.252 1.379 -0.579  0.173
12 H -1.934 -0.908 0.578  0.287
13 H -1.149 -0.493 2.143  0.315
14 H -2.151 0.742 1.332  0.331
15 H -1.745 1.766 -1.233  0.344
16 H -0.098 1.783 -1.875  0.302
17 H -1.017 0.263 -1.864  0.317

For the energy above the lowest of the compared OMol25 structures with the same formula, charge and spin, the calculation gives 113.7 kcal per mole. The highest occupied orbital energy comes out at -6.587 eV. The electronic energy comes out at -9228.655 eV. As for the total charge: 0. As for the gap between HOMO and LUMO: 7.001 eV. The value obtained for the maximum force is 3.43 eV Å⁻¹.

***

Entry 6:
This record from OMol25 describes an isolated molecule of CH3N5O. The level of theory is ωB97M-V with the def2-TZVPD basis set.

Last column: Mulliken charge in e.
Atoms and positions in Å:
1 O 2.136 -0.442 -0.037  -0.434
2 N 1.279 0.707 -0.107  -0.547
3 C 0.073 0.307 -0.096  0.501
4 N -0.440 -1.004 -0.208  0.056
5 N -1.782 -0.968 0.009  -0.298
6 N -2.205 0.228 0.004  -0.270
7 N -1.078 1.033 -0.078  0.061
8 H 3.036 -0.007 0.388  0.366
9 H 0.095 -1.880 0.111  0.335
10 H -1.114 2.027 0.015  0.230

For the energy above the lowest of the compared OMol25 structures with the same formula, charge and spin, the calculation gives 39.8 kcal per mole. The highest occupied orbital energy comes out at -8.472 eV. The electronic energy comes out at -10579.958 eV. As for the total charge: 0. The SMILES is ON=c1[nH]nn[nH]1. As for the gap between HOMO and LUMO: 9.268 eV. The value obtained for the maximum force is 4.29 eV Å⁻¹.

***

Question: Among the records above, which one has the lowest maximum force?
Answer: C31H30BGeN7ReS2

***

Question: Number 2 is which compound?
Answer: C6H8NS2